DFT (wB97M-V/def2-TZVPD) results for 3 unconnected molecules or ions with the total composition C5H9ClO2 in a non-equilibrium geometry.

Cartesian coordinates (Å):
C -3.75180 1.50296 -1.90093
C -0.87213 1.03291 -0.03236
C 0.32168 -0.58299 1.61115
C -0.92341 -1.37721 -0.44560
C -0.08648 -0.35812 0.11147
O -4.60505 2.23192 -1.74466
O -1.09192 -2.54468 -0.21220
Cl -3.95202 -0.25799 0.71101
H -1.28442 1.01354 -1.04602
H -0.36922 1.93557 0.15359
H -1.68427 0.98035 0.61807
H -0.34497 -0.95063 2.31072
H 1.26848 -1.08452 1.63104
H 0.64957 0.46861 1.91338
H -1.44902 -0.96834 -1.25871
H 0.87780 -0.18307 -0.38512
H -4.26617 -1.46970 1.10816

Forces on atoms 1 to 2 (eV/Å):
-0.9 0.8 0.0
0.3 -2.8 -1.6

Values from the calculation:
Relative energy (zero: lowest compared OMol25 entry of this formula, charge and spin): 44.45 kcal/mol
Net charge: 0
Frontier orbital gap: 10.35 eV

Atom charges from the natural (NBO) analysis, given in e for atoms 1 to 4: C 0.50; C -0.59; C -0.60; C 0.45